Entry 1:
C31H28GeIN2O2Pt as an isolated structure in a non-equilibrium geometry. Source: the Open Molecules 2025 dataset; level of theory: the ωB97M-V functional and the def2-TZVPD basis.

Cartesian coordinates (Å):
C 4.2801 -0.3595 -3.4940
C -2.1993 0.2418 -3.3122
H -3.2915 -1.0628 4.5849
C 3.8095 0.4286 -2.4389
H -4.1822 -1.4824 -5.4926
H 2.0201 3.8738 -2.0159
C 2.4115 3.4877 -1.0525
C -4.0645 -1.8323 -3.3727
H 4.5149 0.9159 -1.7776
H 3.8443 -0.4139 4.2638
H -3.8879 0.1232 -0.0349
H 0.4607 0.0633 -2.9530
H 2.0477 4.1284 -0.2232
C -2.4001 0.1972 1.5714
C -3.4723 -1.4352 -2.1701
H -4.4092 -2.2731 2.8461
H 4.4076 1.8516 3.4936
H -2.5148 0.3330 -5.4568
H 0.9947 1.5655 3.4970
Pt -0.7692 1.6636 -0.7884
N -1.7725 0.2676 4.2820
H 1.2998 -1.3301 -4.8189
C 0.9456 -2.5305 1.0122
H 3.5317 2.7068 1.3703
C 2.0917 -0.3981 1.3116
C -2.7704 -0.4971 3.8187
C 2.2905 -2.1710 2.9883
C -4.2607 -1.4867 2.0975
H 1.2183 -3.9875 2.5692
H -5.2803 0.1785 2.0902
C -2.7965 0.1291 0.1375
H 3.7404 -1.6033 -5.1681
C 0.0329 1.8433 3.9397
H 2.6810 -2.5466 3.9268
C -1.0806 1.0034 3.3623
H -4.7745 -2.6541 -3.3801
H -3.7220 -1.9808 -1.2644
H 0.3020 -3.1712 0.4232
O -0.6980 1.7624 1.1418
C 2.4319 0.5836 -2.2407
C 1.4619 -2.9914 2.2226
H 3.5205 3.5004 -1.0750
C 3.3755 -0.9933 -4.3518
C 3.4429 -0.0596 3.3216
C -1.3395 1.0346 1.9683
C 1.5271 -0.0514 -3.1004
O -5.4840 -0.7682 1.9763
C -2.5559 -0.3648 -2.1020
H -1.7693 3.0602 -0.7884
C 1.9995 -0.8392 -4.1550
I -0.7379 1.7067 -3.4189
H -0.1596 2.9072 3.7688
C -3.1316 -0.5859 2.4863
Ge 1.7866 1.6636 -0.7884
C 2.4288 0.9115 0.8814
N -1.9697 -0.0130 -0.8572
C 3.7645 1.2249 2.8891
C 1.2542 -1.2464 0.5567
C 3.2628 1.7066 1.6807
C 2.6108 -0.8778 2.5456
H 0.1102 1.6895 5.0215
C -3.7313 -1.1804 -4.5520
C -2.7924 -0.1516 -4.5244
H -4.0566 -2.0025 1.1545
H 0.8283 -0.9337 -0.3846
H 5.3449 -0.4792 -3.6465

Forces on the atoms, in the same order (eV/Å):
C -0.424 0.062 0.086
C -0.617 -0.718 -0.804
H -0.080 -0.132 -0.166
C -0.334 -0.341 -0.609
H 0.094 0.087 0.115
H 0.244 -0.199 0.584
C 0.330 0.487 0.147
C 0.360 0.278 0.483
H 0.037 0.001 0.055
H -0.086 -0.110 -0.041
H 0.399 -0.120 -0.172
H 1.399 -1.393 0.401
H 0.234 -0.286 -0.547
C -0.350 -0.218 -1.341
C -0.193 0.037 -0.298
H 0.116 0.183 0.016
H 0.007 -0.009 0.023
H 0.008 0.007 0.198
H -0.092 0.219 -0.108
Pt 1.423 2.576 -1.752
N 0.527 0.849 -2.145
H -0.023 -0.065 -0.033
C 0.159 1.288 -0.659
H -0.051 0.078 -0.086
C -0.008 0.089 -0.030
C 0.148 0.039 0.289
C -1.007 -1.232 -0.736
C -0.079 -0.141 -0.013
H 0.015 0.007 0.027
H -0.211 -0.623 0.016
C -0.255 -0.550 0.575
H 0.004 0.000 0.005
C -0.009 -0.098 0.043
H 0.049 0.137 -0.004
C 0.192 -0.032 2.032
H 0.120 0.123 0.049
H 0.093 0.173 -0.041
H -0.011 0.035 -0.044
O 1.627 1.554 1.221
C -0.057 -0.428 -0.592
C 0.837 0.530 1.015
H -0.535 0.149 -0.027
C -0.214 0.330 0.332
C 0.626 1.674 -0.206
C -1.675 -2.040 0.861
C 1.489 -1.239 -0.021
O -0.075 0.722 -0.157
C -0.183 -0.367 -0.357
H 0.773 -0.568 -0.086
C 0.354 0.184 0.269
I -2.136 2.565 0.499
H 0.172 -0.081 -0.175
C 0.516 0.252 0.473
Ge -1.107 0.559 0.403
C 0.822 1.020 0.650
N -2.082 -1.863 0.050
C -0.025 -1.205 0.800
C -0.385 -1.490 0.496
C -0.880 -0.740 -0.932
C -0.050 -0.167 0.042
H -0.190 -0.099 -0.270
C 0.197 0.207 0.007
C -0.012 -0.196 0.364
H 0.027 0.049 -0.085
H 0.033 0.211 -0.087
H 0.007 -0.015 -0.001

Calculated values
HOMO-LUMO gap (spin up / spin down): 6.3 / 6.7 eV
spin multiplicity: 2

Entry 2:
C31H28IrN5O3S2 as an isolated structure. Source: the Open Molecules 2025 dataset; level of theory: the ωB97M-V functional and the def2-TZVPD basis.

Cartesian coordinates (Å):
H -3.3166 -0.2871 -1.7954
C 0.1566 4.9265 -2.2931
N 1.2371 5.1857 -3.0545
C 2.5767 -6.4267 0.6122
H -1.5075 6.0455 -1.6271
C -1.4836 -1.1543 3.9869
C -2.8661 -1.6429 -3.4308
C -3.7501 -2.2363 5.0901
H -2.6374 0.6513 3.7064
H -2.1672 1.6954 0.1340
H -0.0686 -3.6032 -3.5170
C -0.0638 3.5985 -1.7074
H 5.4370 -6.0505 2.4107
C 4.8651 -6.5566 1.6360
N -1.5343 -1.3163 -1.5381
H 1.2045 1.3978 3.9095
O -0.2938 0.0962 1.9255
H -0.5587 1.5794 4.2260
O -0.4833 -2.6038 1.2151
C -0.7990 -2.8812 -3.1811
S 0.0255 -0.5484 3.3318
H 1.4368 0.5706 -1.5323
S -0.0415 -3.5153 0.0861
C -1.9480 -2.5778 -3.9047
H -1.3146 8.7892 -2.6883
C 2.4037 -3.7085 1.2042
H 0.2267 10.1171 -4.1039
N -0.3742 1.0488 -0.6674
Ir -0.5818 -0.8185 0.1774
C 0.3050 0.9219 4.2940
C -3.7705 -0.9248 4.6182
C 2.0011 7.2444 -4.2342
H 0.6212 -6.2296 -0.2583
C 0.7135 1.3616 -1.3872
C -0.0698 7.0364 -2.8697
H 2.8971 6.7963 -4.6417
H -4.6754 -0.3380 4.6957
H -2.5959 -4.0233 5.3700
H -4.6442 -2.6567 5.5305
H 2.6467 -7.4843 0.3935
C -1.1893 3.2694 -0.9565
H 2.2770 9.1840 -5.0676
C 1.3690 -4.3754 0.5474
C -0.4215 8.3308 -3.0904
H -1.9848 3.9721 -0.7504
H 5.5081 -6.6644 0.7598
C -2.6349 -1.0090 -2.2232
H -3.7605 -1.4153 -3.9921
N -0.6488 5.9933 -2.1526
C -2.6321 -0.3702 4.0664
C 1.1211 6.4606 -3.4171
C -1.3085 1.9875 -0.4557
H 4.6146 -7.5587 1.9808
C 3.6325 -5.7899 1.2684
C -0.6467 -2.2095 -1.9961
C 3.5264 -4.4243 1.5591
H 2.3267 -2.6530 1.4335
C 0.9033 2.6194 -1.9223
C 0.4704 9.0813 -3.9034
C 1.6534 8.5440 -4.4597
C -1.4535 -2.4693 4.4364
H 0.4619 0.5997 5.3233
H 1.7895 2.8363 -2.5008
O -1.0272 -4.3793 -0.4642
N 0.3531 -2.2339 -0.9650
H -0.5502 -3.0600 4.3487
H 4.3387 -3.9275 2.0730
H -2.1363 -3.0764 -4.8461
C -2.6010 -3.0066 5.0028
C 1.4413 -5.7340 0.2422

Forces on the atoms, in the same order (eV/Å):
H 0.001 -0.010 0.006
C 0.027 0.010 -0.013
N -0.011 0.011 0.003
C 0.004 -0.010 0.002
H 0.000 0.003 -0.002
C 0.048 -0.094 0.006
C 0.065 -0.013 0.027
C -0.011 0.011 -0.003
H -0.009 -0.003 0.005
H 0.003 0.009 -0.003
H -0.012 -0.002 -0.016
C 0.016 0.002 -0.012
H 0.001 0.001 -0.003
C -0.014 0.009 0.013
N 0.172 -0.420 -0.017
H -0.007 0.013 0.005
O 0.360 0.269 -0.052
H 0.014 0.007 0.002
O -0.187 -0.339 -0.214
C 0.062 -0.005 -0.049
S -0.098 -0.123 0.128
H 0.004 0.000 0.004
S 0.115 0.100 0.266
C -0.036 0.036 0.015
H 0.000 -0.004 0.001
C 0.018 0.002 0.008
H -0.004 0.000 0.002
N 0.058 -0.148 -0.065
Ir -0.313 0.394 0.317
C -0.021 -0.002 -0.026
C -0.013 -0.016 0.008
C 0.003 0.037 -0.014
H 0.000 0.000 -0.002
C 0.007 -0.104 -0.025
C -0.034 -0.014 0.030
H 0.000 0.008 -0.003
H 0.003 0.005 -0.001
H -0.002 0.001 0.003
H 0.001 0.000 0.002
H -0.002 0.001 -0.001
C 0.000 -0.029 0.007
H 0.010 -0.012 -0.002
C 0.024 0.128 0.027
C 0.027 0.059 -0.037
H 0.005 0.007 -0.004
H 0.000 -0.002 -0.002
C -0.078 -0.035 -0.079
H -0.006 0.002 0.009
N -0.011 0.003 -0.003
C 0.016 0.030 -0.004
C 0.029 -0.025 -0.009
C 0.023 0.052 0.006
H 0.003 -0.002 -0.006
C 0.010 -0.016 -0.005
C -0.076 0.397 0.153
C -0.009 0.010 -0.001
H 0.000 0.002 0.002
C -0.031 0.017 0.004
C -0.090 -0.008 0.059
C 0.058 -0.059 -0.016
C -0.048 -0.005 0.009
H -0.003 -0.008 -0.001
H 0.000 0.007 0.000
O 0.023 0.010 -0.027
N -0.120 -0.154 -0.401
H 0.000 0.004 0.003
H -0.001 0.001 0.000
H 0.019 -0.009 0.003
C 0.021 0.010 -0.017
C -0.002 0.003 0.000

Calculated values
ΔE to the lowest compared entry with this formula, charge and spin: 0.0 kJ/mol
total charge: +3
HOMO-LUMO gap (spin up / spin down): 7.2 / 4.8 eV
spin multiplicity: 2

Entry 3:
C31H28N3O8P2SSe2Ti as an isolated structure in a non-equilibrium geometry. Source: the Open Molecules 2025 dataset; level of theory: the ωB97M-V functional and the def2-TZVPD basis.

Cartesian coordinates (Å):
H -5.7258 -2.7604 2.4650
H -5.5311 -1.0545 2.9358
C 1.3688 2.1981 -2.0013
H 2.4760 3.8074 -2.8792
C 0.4914 2.7786 3.2764
C 0.2732 1.8383 -1.2253
C 1.6328 3.5400 -2.2596
C -0.5213 2.8346 -0.6561
O -2.1185 -3.3735 -3.2889
Se -2.3550 0.1165 -1.7063
H 1.4986 5.9334 1.3122
O -3.8812 -2.1835 3.2503
N 0.3566 -0.6173 2.8149
H 2.2418 -3.9205 -2.3221
C -4.6578 -1.5681 1.0474
H -0.1320 6.0993 3.1606
H 6.0180 1.3760 -2.1521
H -1.3572 -5.4131 -0.9672
H 2.4485 3.7667 0.6959
C -0.0954 -0.3407 0.6737
H 2.7452 -0.5911 -0.2529
H 1.4391 -1.1062 -5.4480
C -5.0313 -1.9117 2.4641
C 5.2865 1.3236 -1.3582
C 1.9527 -2.5885 -3.9793
H 2.0211 1.4436 -2.4176
C 0.8079 4.5192 -1.7326
H -5.5774 -1.4687 -0.6381
C -0.0803 3.9944 3.5900
O -3.6259 -5.4707 1.9468
C 0.8347 -0.0539 1.6773
C -2.3094 -5.2076 -1.4400
H -2.7152 -3.6267 4.0183
O -5.8023 -1.7614 0.2656
S -2.3447 -3.4945 -1.8799
C 0.2982 5.1427 2.8997
H -0.8107 4.0514 4.3846
C 1.3947 -1.3919 -4.4078
H -1.3799 2.5614 -0.0526
H -3.0969 -5.4064 -0.7219
C 3.4336 0.2309 -0.3042
O -1.3194 -2.8356 -1.0143
Se 3.2705 0.6008 3.8375
C -3.6127 -3.5555 3.3919
O -3.6385 -2.9477 -1.3697
C -0.2563 4.1636 -0.9137
P 2.2396 1.0683 2.0575
C 0.7432 -0.5745 -3.4997
C 4.3501 2.2173 0.6662
H 6.0193 3.0726 -0.3493
P -0.3209 0.1225 -1.0672
O -3.9305 -0.4671 0.8581
C 1.2011 -2.1473 -1.7430
H 4.3809 2.9409 1.4692
H -2.4235 -5.7859 -2.3521
H 4.3723 -0.4736 -2.0936
H -0.8828 4.9272 -0.4771
N -1.1044 -1.0001 1.2854
H 0.2584 0.3291 -3.8475
C 3.3866 1.2054 0.6700
H 1.0589 -2.4825 -0.7211
C 5.2832 2.2826 -0.3487
H -4.4421 -4.0836 3.8914
Ti -2.7336 -1.8943 0.3055
C 1.8445 -2.9719 -2.6514
C 1.2166 5.0521 1.8714
O -2.6447 -3.6283 1.2059
H 2.4469 -3.2378 -4.6909
C -3.3103 -4.3038 2.0928
H 0.2241 1.8932 3.8390
H 1.0028 5.5619 -1.9418
C 0.6784 -0.9281 -2.1528
C 1.7671 3.8229 1.5302
C 4.3699 0.2896 -1.3288
C 1.4305 2.6873 2.2464
N -0.7951 -1.1651 2.5572

Forces on the atoms, in the same order (eV/Å):
H 0.076 0.042 0.010
H 0.024 -0.054 -0.160
C 0.078 0.077 -0.021
H 0.081 0.024 -0.046
C 0.003 -0.070 -0.002
C 0.111 -0.073 -0.046
C -0.080 -0.117 0.118
C -0.189 -0.146 -0.073
O -0.034 -0.046 -0.017
Se 0.236 0.101 0.245
H 0.014 0.063 -0.038
O 0.005 -0.063 -0.081
N -0.073 0.171 -0.068
H 0.027 -0.076 0.018
C 0.463 -0.072 -0.004
H -0.034 0.063 0.023
H 0.054 0.014 -0.055
H 0.157 0.016 -0.004
H 0.023 -0.003 -0.064
C 0.021 0.661 -0.501
H -0.230 -0.247 -0.081
H 0.015 0.006 -0.090
C 0.039 -0.084 0.372
C 0.012 0.053 0.000
C 0.023 -0.040 -0.063
H -0.042 -0.022 -0.019
C 0.034 -0.019 0.050
H -0.190 -0.245 0.450
C -0.009 0.124 -0.025
O -0.041 0.006 0.191
C 0.507 0.101 0.181
C -0.106 -0.145 -0.136
H -0.139 -0.015 -0.081
O 0.255 0.457 -0.796
S 0.150 0.109 0.355
C -0.042 -0.069 0.030
H -0.042 0.013 0.039
C -0.031 -0.024 0.147
H 0.037 -0.025 -0.011
H -0.071 0.016 0.091
C 0.027 -0.100 -0.163
O -0.173 -0.332 -0.280
Se 0.009 -0.037 -0.183
C -0.061 -0.204 0.239
O 0.148 0.238 -0.130
C 0.035 0.093 -0.072
P -0.268 -0.147 0.158
C 0.049 0.036 -0.022
C -0.051 0.034 0.069
H 0.070 0.072 -0.002
P 0.042 0.209 0.173
O -0.032 -0.576 -0.141
C 0.117 0.039 0.315
H -0.011 -0.014 0.050
H -0.063 -0.048 -0.007
H 0.004 -0.087 -0.060
H -0.050 0.047 0.037
N 0.681 -0.129 -0.015
H -0.001 0.031 0.023
C 0.093 0.059 0.126
H 0.131 0.121 -0.050
C -0.017 -0.093 -0.099
H 0.165 0.150 -0.094
Ti -2.095 -0.099 0.228
C 0.025 0.112 -0.061
C -0.017 -0.017 -0.022
O 0.304 0.300 0.130
H 0.011 -0.009 -0.004
C 0.087 0.081 -0.238
H 0.012 -0.063 0.004
H 0.008 0.073 -0.027
C -0.022 0.030 -0.088
C 0.040 0.077 0.008
C -0.031 -0.013 0.064
C -0.031 -0.061 0.069
N -0.226 -0.235 0.231

Calculated values
ΔE to the lowest compared entry with this formula, charge and spin: 21.9 kJ/mol
total charge: -1
HOMO-LUMO gap (spin up / spin down): 7.1 / 7.1 eV